# 1
Density functional theory data (ωB97M-V with the def2-TZVPD basis set) for a molecular structure, C6H14NO4 in a non-equilibrium geometry.

Geometry as XYZ:
```
25
Properties=species:S:1:pos:R:3:forces:R:3:mulliken_charge:R:1
C 2.215 1.328 0.073 -3.3 -2.7 2.7 -0.836
C 2.590 -0.128 0.652 0.9 2.2 0.0 -0.604
C 0.883 1.064 -0.637 -1.7 0.7 -1.7 -0.310
C 1.568 -1.142 0.248 0.0 0.9 -2.8 -0.571
C -0.914 -0.854 -0.676 -1.7 2.1 2.5 -0.373
C -2.344 0.262 0.147 3.2 -3.8 -1.7 0.673
N 0.325 -0.268 -0.107 2.1 -0.5 -1.2 0.017
O -0.978 -2.167 -0.242 -1.0 -0.1 -0.8 -0.559
O -3.303 -0.718 0.248 -2.1 4.5 -2.2 -0.547
O -2.570 1.233 -0.758 -0.4 0.2 0.5 -0.468
O -1.814 0.711 1.306 0.1 0.9 0.9 -0.523
H 2.158 2.181 0.766 -0.1 -0.8 0.1 0.328
H 2.883 1.552 -0.612 3.3 1.2 -3.3 0.374
H 3.555 -0.345 0.252 0.6 -0.5 -0.6 0.399
H 2.818 -0.088 1.703 -0.6 0.0 0.6 0.320
H 0.149 1.858 -0.329 0.4 -0.9 -0.6 0.273
H 0.874 0.994 -1.798 0.3 0.1 2.1 0.403
H 1.842 -1.704 -0.670 -0.2 0.4 0.6 0.375
H 1.385 -1.801 1.033 -0.9 -1.2 1.1 0.386
H -1.121 -0.683 -1.715 0.6 0.1 -0.6 0.396
H 0.084 0.031 0.780 -1.4 0.6 2.7 0.404
H -1.729 -2.586 -0.728 1.0 0.2 0.5 0.397
H -3.075 -1.482 0.677 1.5 -2.7 2.0 0.340
H -3.428 1.111 -1.163 -0.6 -0.1 -0.3 0.342
H -2.055 1.641 1.548 0.0 -1.0 -0.5 0.363
```
Forces are in eV/Å.

Calculated values
Highest occupied orbital energy = -12.82 eV
Total charge = +1
ΔE to the lowest compared entry with this formula, charge and spin = 35.2 kJ/mol

# 2
Density functional theory data (ωB97M-V with the def2-TZVPD basis set) for a gas-phase ion, C6H14NO5 (charge -1) in a non-equilibrium geometry.

Geometry as XYZ:
```
26
Properties=species:S:1:pos:R:3:forces:R:3:mulliken_charge:R:1
C 3.722 -0.852 0.038 0.9 0.9 0.8 -1.353
C 2.909 0.387 -0.167 -1.3 1.1 -0.7 -0.243
C 1.634 0.263 0.650 -1.6 2.7 -0.9 -0.474
C 0.394 0.753 -0.201 0.6 -1.7 -1.7 -0.913
C -0.928 0.610 0.456 -3.4 -2.0 0.9 0.444
C -2.306 -0.061 -0.609 2.4 2.4 2.5 0.817
N -2.683 -1.228 0.204 -1.1 -1.9 -1.8 -0.392
O -3.960 -0.941 0.754 0.1 -0.1 0.5 -0.516
O -0.883 -0.376 1.560 0.9 1.2 -0.5 -0.727
O -1.485 1.801 0.869 -0.6 0.5 -0.4 -0.739
O -3.225 0.862 -0.710 -0.2 0.3 0.3 -1.004
O -1.791 -0.458 -1.807 0.3 -0.7 -2.3 -0.564
H 3.108 -1.717 -0.171 -0.1 -0.3 0.3 0.396
H 4.130 -0.825 1.083 -0.3 -0.5 -0.9 0.242
H 4.510 -0.816 -0.685 1.0 -0.4 -0.2 0.439
H 3.376 1.347 0.105 0.4 -0.5 -0.3 0.296
H 2.597 0.463 -1.252 0.5 0.0 1.0 0.288
H 1.581 0.844 1.606 0.5 -0.5 -0.7 0.292
H 1.547 -0.744 0.881 -0.8 -1.8 0.7 0.324
H 0.163 0.091 -1.123 1.4 0.6 1.1 0.299
H 0.573 1.747 -0.682 -0.3 -0.5 0.9 0.245
H -2.826 -1.936 -0.540 -0.2 0.2 0.7 0.297
H -1.572 -1.095 1.417 0.6 1.3 -0.6 0.501
H -2.330 1.846 0.299 0.7 -0.1 0.7 0.406
H -3.934 0.023 0.520 -0.9 0.2 -0.2 0.338
H -2.319 0.010 -2.495 0.4 -0.4 0.9 0.301
```
Forces are in eV/Å.

Calculated values
Highest occupied orbital energy = -4.14 eV
Total charge = -1
SMILES = CCCCC(O)(O)[C@@]([O-])(O)NO
ΔE to the lowest compared entry with this formula, charge and spin = 332.0 kJ/mol

# 3
Density functional theory data (ωB97M-V with the def2-TZVPD basis set) for a gas-phase ion, C6H14NO5 (charge +1) in a non-equilibrium geometry.

Geometry as XYZ:
```
26
Properties=species:S:1:pos:R:3:forces:R:3:mulliken_charge:R:1
C 1.412 0.339 0.170 -0.7 -1.6 -0.4 0.254
C 1.303 -2.707 0.387 -2.2 -0.3 -0.2 -0.689
C 1.569 1.500 -0.850 0.7 1.8 2.4 -0.597
C -2.157 1.005 0.687 1.0 0.7 2.8 -0.484
C -0.850 0.382 1.294 -1.1 -3.3 -0.9 -0.203
C 0.173 -0.546 0.001 0.1 2.2 1.2 0.598
N -0.523 -0.544 -1.377 -1.9 -3.4 0.6 -0.143
O 2.010 0.233 1.251 -0.6 0.7 -2.8 -0.632
O 1.135 1.463 -2.207 -0.2 -1.3 0.8 -0.552
O -2.811 0.223 -0.270 -2.0 -0.9 -0.4 -0.563
O -0.198 1.308 2.019 0.7 0.2 0.1 -0.510
O 0.174 -1.762 0.531 0.1 -1.1 0.2 -0.399
H 0.935 -3.489 1.105 0.9 0.3 -1.2 0.279
H 2.185 -2.239 0.746 0.9 0.3 0.2 0.325
H 1.359 -3.011 -0.691 0.1 -0.1 1.1 0.258
H 2.659 1.728 -0.710 -1.0 0.4 -0.4 0.378
H 0.895 2.259 -0.275 1.4 -0.6 -0.9 0.235
H -2.805 1.214 1.603 0.7 -0.1 -1.3 0.385
H -1.736 1.945 0.316 -0.9 0.2 -0.5 0.326
H -1.018 -0.577 1.886 0.0 1.1 -0.8 0.339
H -0.246 0.203 -1.957 0.0 2.1 -0.7 0.299
H -1.641 -0.607 -1.125 2.5 0.7 -0.8 0.485
H -0.264 -1.365 -2.029 -0.4 1.0 1.8 0.406
H 1.640 2.047 -2.780 0.2 0.1 0.3 0.372
H -3.815 0.098 -0.139 2.5 0.5 0.0 0.371
H 0.617 0.898 2.413 -0.9 0.5 -0.3 0.461
```
Forces are in eV/Å.

Calculated values
Highest occupied orbital energy = -13.24 eV
Total charge = +1
SMILES = CO[C@]([NH3+])(C(=O)CO)[C@@H](O)CO
ΔE to the lowest compared entry with this formula, charge and spin = 59.3 kJ/mol

# 4
Density functional theory data (ωB97M-V with the def2-TZVPD basis set) for a single C6H14NOP molecule in a non-equilibrium geometry.

Geometry as XYZ:
```
23
Properties=species:S:1:pos:R:3:forces:R:3:mulliken_charge:R:1
C 3.094 -0.703 -0.652 0.2 -3.6 -1.1 -0.509
C 2.965 -0.860 0.920 1.5 -0.4 -0.2 -0.214
C -3.739 0.305 0.642 -0.2 0.2 -1.7 -1.533
C -2.622 0.445 -0.427 -1.1 2.4 4.5 -0.335
C -1.341 0.099 0.322 -0.1 -2.9 -1.7 -0.559
C -0.175 0.227 -0.667 0.6 1.8 -1.5 -0.608
N 2.610 0.600 -0.990 0.1 1.4 0.0 -0.382
O 1.894 0.009 1.257 0.2 -1.1 1.7 -0.291
P 1.380 1.063 0.166 -0.8 -0.5 -2.3 0.007
H 4.117 -0.913 -1.091 -0.8 0.6 1.0 0.371
H 2.510 -1.588 -1.239 0.6 2.1 1.6 0.142
H 2.797 -1.903 1.335 -0.2 1.2 -0.8 0.264
H 3.934 -0.508 1.431 -1.4 -0.2 -0.7 0.223
H -4.732 0.642 0.373 -0.1 0.3 -0.4 0.356
H -3.841 -0.686 0.966 -0.1 -1.7 0.4 0.409
H -3.401 0.859 1.445 0.3 1.3 2.0 0.438
H -2.611 1.542 -0.573 0.1 -0.6 -1.0 0.282
H -2.949 -0.153 -1.186 0.1 -1.3 -2.7 0.375
H -1.201 0.778 1.155 -0.1 -0.2 0.4 0.357
H -1.495 -1.034 0.649 0.8 2.4 -0.1 0.215
H -0.079 -0.619 -1.414 0.3 0.6 1.3 0.394
H -0.487 1.104 -1.405 0.7 -1.4 1.4 0.277
H 3.374 1.294 -1.015 -0.6 -0.6 0.0 0.322
```
Forces are in eV/Å.

Calculated values
Highest occupied orbital energy = -8.56 eV
Total charge = 0
SMILES = CCCCP1NCCO1
ΔE to the lowest compared entry with this formula, charge and spin = 59.7 kJ/mol

# 5
Density functional theory data (ωB97M-V with the def2-TZVPD basis set) for 2 unconnected molecules or ions with the total composition C6H14NP in a non-equilibrium geometry.

Geometry as XYZ:
```
22
Properties=species:S:1:pos:R:3:forces:R:3:mulliken_charge:R:1
C -0.605 1.418 -1.003 1.2 -0.6 -0.2 0.253
C -1.138 2.760 -1.370 0.3 -1.4 0.8 -0.878
C 0.578 -1.613 -1.372 1.4 -0.2 -1.2 -1.537
C 2.220 -0.236 0.009 -0.3 0.5 -1.2 -1.724
C -1.120 -1.199 2.538 2.0 -0.1 0.4 -0.708
C 0.815 -0.390 -0.537 0.4 -0.7 -0.1 2.169
N 0.359 0.711 -1.332 -0.6 2.3 -0.1 -0.631
P -2.029 -0.437 1.141 -1.0 1.3 1.1 0.044
H -0.497 3.237 -2.100 0.0 0.3 -0.4 0.285
H -1.016 3.248 -0.367 -0.9 0.3 -1.1 0.249
H -2.162 2.535 -1.729 0.4 1.0 0.4 0.280
H 1.247 -1.707 -2.241 0.6 0.4 0.5 0.370
H 0.668 -2.534 -0.857 -0.1 -0.9 0.8 0.393
H -0.318 -1.558 -1.917 -1.8 0.0 0.0 0.456
H 2.223 -0.006 1.032 -0.1 0.8 1.4 0.415
H 2.800 0.469 -0.540 0.4 0.7 -0.4 0.421
H 2.721 -1.147 -0.038 0.9 -1.8 -0.3 0.380
H -1.848 -1.624 3.309 1.3 0.6 -0.8 0.335
H -0.439 -0.308 2.957 -1.4 -2.3 -0.4 0.219
H -0.394 -2.035 2.101 -1.6 1.6 1.2 0.198
H 0.272 -0.421 0.373 -1.2 -0.4 0.6 -1.032
H -2.336 0.837 1.944 0.2 -1.4 -1.1 0.043
```
Forces are in eV/Å.

Calculated values
Highest occupied orbital energy (alpha / beta) = -6.51 / -9.62 eV
Multiplicity = 3
Total charge = 0
ΔE to the lowest compared entry with this formula, charge and spin = 0.0 kJ/mol

# 6
Density functional theory data (ωB97M-V with the def2-TZVPD basis set) for a gas-phase ion, C6H14NS (charge -1) in a non-equilibrium geometry.

Geometry as XYZ:
```
22
Properties=species:S:1:pos:R:3:forces:R:3:mulliken_charge:R:1
C 0.327 -0.217 -1.333 -1.9 1.5 2.1 -0.288
C -0.813 -1.036 -1.890 -0.9 -2.8 0.1 -0.821
S -2.546 -0.595 -1.258 1.0 0.3 -0.6 -0.661
C 0.922 -0.832 0.009 -2.3 2.9 0.2 -0.646
N 1.694 0.127 0.928 -1.3 -2.7 0.9 -0.063
C 1.035 0.273 2.194 -2.7 0.6 0.7 -0.450
C -0.244 1.237 2.004 -0.8 1.7 1.5 -0.825
C 2.231 1.342 0.446 -1.9 0.1 -2.2 -1.003
H 1.098 -0.074 -2.064 0.5 0.4 -0.4 0.362
H -0.339 0.707 -1.125 2.0 -0.5 -0.1 0.046
H -0.771 -2.049 -1.381 0.4 0.6 -1.2 0.165
H -0.691 -1.172 -3.022 -0.5 0.2 1.5 0.300
H 0.019 -1.254 0.583 1.5 0.5 -0.8 0.266
H 1.567 -1.572 -0.327 1.2 -1.7 -0.2 0.290
H 1.666 0.552 3.127 -0.7 -0.3 -1.8 0.313
H 0.434 -0.615 2.429 1.2 -0.5 0.2 0.296
H -0.170 1.848 1.055 -0.3 -0.9 1.1 0.173
H -1.326 0.823 2.118 2.2 -0.1 -0.8 0.283
H -0.265 1.975 2.865 0.2 -0.3 -0.9 0.293
H 1.705 2.251 0.804 0.7 -0.3 0.3 0.326
H 3.264 1.264 0.639 1.5 1.0 -0.1 0.319
H 1.949 1.336 -0.634 1.0 0.4 0.4 0.325
```
Forces are in eV/Å.

Calculated values
Highest occupied orbital energy = -2.40 eV
Total charge = -1
SMILES = CCN(C)CCC[S-]
ΔE to the lowest compared entry with this formula, charge and spin = 244.6 kJ/mol

# 7
Density functional theory data (ωB97M-V with the def2-TZVPD basis set) for a gas-phase ion, C6H14NS (charge -1) in a non-equilibrium geometry.

Geometry as XYZ:
```
22
Properties=species:S:1:pos:R:3:forces:R:3:mulliken_charge:R:1
C -2.344 -0.007 -0.124 0.8 3.4 1.0 -0.622
C -2.202 -0.171 -1.596 -0.6 -2.0 -2.0 -0.539
S -3.854 -0.444 -2.404 0.2 0.2 0.1 -0.684
N -1.181 0.779 0.465 -0.4 -1.2 -0.2 -0.424
C -0.085 -0.084 0.942 -0.2 2.5 0.8 -0.825
C 1.325 0.375 0.539 -0.3 -0.8 0.4 0.905
C 2.264 -0.277 1.571 0.9 -0.4 -1.0 -1.566
C 1.714 0.020 -0.890 0.9 0.4 0.3 -1.432
H -2.504 -0.812 0.576 0.0 -0.9 -0.5 0.420
H -3.192 0.675 0.047 0.0 -0.4 -0.2 0.267
H -1.652 0.622 -2.123 -0.3 0.5 0.7 0.148
H -1.635 -1.057 -1.936 0.1 0.0 0.7 0.145
H -0.883 1.490 -0.191 0.1 -0.3 -0.2 0.273
H -0.245 -1.139 0.745 0.0 -0.2 -0.2 0.421
H -0.127 0.121 2.031 0.2 -0.9 -0.1 0.148
H 1.406 1.469 0.607 -0.2 -0.1 0.3 0.178
H 2.218 0.144 2.559 -0.2 0.3 0.4 0.391
H 3.306 -0.228 1.238 0.1 0.3 0.0 0.420
H 2.099 -1.356 1.668 -0.4 0.1 -0.1 0.323
H 2.765 0.330 -1.006 -0.1 -0.2 -0.2 0.442
H 1.159 0.594 -1.621 -0.4 -0.1 -0.2 0.328
H 1.649 -1.044 -1.096 -0.2 -0.2 -0.1 0.282
```
Forces are in eV/Å.

Calculated values
Highest occupied orbital energy = -2.22 eV
Total charge = -1
SMILES = CC(C)CNCC[S-]
ΔE to the lowest compared entry with this formula, charge and spin = 73.3 kJ/mol

# 8
Density functional theory data (ωB97M-V with the def2-TZVPD basis set) for 3 unconnected molecules or ions with the total composition C6H14NS in a non-equilibrium geometry.

Geometry as XYZ:
```
22
Properties=species:S:1:pos:R:3:forces:R:3:mulliken_charge:R:1
C -0.925 0.122 -1.088 0.4 0.9 -2.5 0.186
N 0.246 0.568 -1.324 0.1 -1.1 0.9 -0.594
C 1.366 0.356 -0.358 0.8 1.5 -0.8 0.471
C 2.515 -0.292 -1.123 1.0 -0.8 0.9 -1.010
S 4.067 -0.189 -0.127 0.0 0.1 -0.1 -0.697
C 1.115 -0.360 0.969 -1.3 0.1 0.1 -1.103
C -1.851 0.036 -0.036 -0.2 -2.4 -0.6 -0.505
C -3.184 -0.676 -0.219 0.6 2.6 0.6 -1.296
H -1.051 -1.725 -0.559 -0.6 1.1 0.7 0.169
H -1.458 -0.171 -2.034 -0.1 0.0 0.1 0.197
H 0.705 2.501 2.421 0.0 0.0 0.0 -0.241
H 1.735 1.375 -0.160 0.0 -0.2 0.2 0.187
H 2.737 0.071 -2.114 -0.5 0.6 -0.2 0.355
H 2.309 -1.352 -1.233 -0.3 -0.4 -0.1 0.237
H 1.345 0.324 1.788 -0.2 -0.2 0.1 0.175
H 1.615 -1.301 1.185 0.7 0.2 -0.6 0.324
H 0.065 -0.678 0.969 0.2 0.4 0.6 0.308
H 0.925 2.972 2.950 0.0 0.0 0.0 0.240
H -1.837 0.792 0.743 0.6 -0.5 0.7 0.501
H -3.900 0.028 0.218 -0.6 -0.3 -0.3 0.369
H -3.389 -0.873 -1.257 0.0 -0.3 -0.3 0.360
H -3.149 -1.530 0.389 -0.5 -1.2 0.5 0.366
```
Forces are in eV/Å.

Calculated values
Highest occupied orbital energy = -2.11 eV
Total charge = -1
ΔE to the lowest compared entry with this formula, charge and spin = 674.5 kJ/mol

# 9
Density functional theory data (ωB97M-V with the def2-TZVPD basis set) for 2 unconnected molecules or ions with the total composition C6H14O in a non-equilibrium geometry.

Geometry as XYZ:
```
21
Properties=species:S:1:pos:R:3:forces:R:3:mulliken_charge:R:1
C 0.000 0.000 0.000 0.5 -0.8 -0.3 -1.514
C -0.772 -2.768 1.960 -1.6 -0.4 -0.7 -0.560
C -0.478 -3.553 0.653 0.5 -0.5 -0.4 -0.574
C 0.218 -1.627 1.999 -0.2 -0.2 0.3 -0.652
C 0.178 -2.562 -0.370 -1.1 -0.9 0.9 -0.795
C 0.591 -1.369 0.504 1.3 1.4 0.1 0.453
H 0.028 -0.070 -1.100 -0.1 0.4 0.3 0.401
H 0.595 0.875 0.312 -0.2 -0.4 0.0 0.343
H -1.045 0.154 0.316 0.4 -0.2 -0.1 0.331
H -1.782 -2.319 1.902 0.2 -0.4 0.0 0.226
H -0.737 -3.402 2.867 -0.1 0.3 -0.5 0.373
H -1.322 -4.019 0.109 0.1 0.0 0.9 0.329
H 0.247 -4.353 0.898 -0.3 0.2 -0.2 0.242
H 0.982 -1.978 2.718 0.4 0.7 -0.8 0.350
H -0.282 -0.745 2.443 0.5 -0.3 -0.2 0.196
H -0.594 -2.317 -1.125 0.5 0.2 0.3 0.303
H 1.003 -3.085 -0.891 -0.3 0.6 0.2 0.292
H 1.696 -1.332 0.416 -0.5 0.4 0.1 0.258
O -1.318 2.748 3.609 -0.2 -0.4 1.1 -0.646
H -0.751 2.909 4.397 -0.6 -0.2 -0.8 0.322
H -2.048 2.178 3.941 0.8 0.6 -0.3 0.319
```
Forces are in eV/Å.

Calculated values
Highest occupied orbital energy = -10.58 eV
Total charge = 0
SMILES = CC1CCCC1.O
ΔE to the lowest compared entry with this formula, charge and spin = 72.6 kJ/mol

# 10
Density functional theory data (ωB97M-V with the def2-TZVPD basis set) for 2 unconnected molecules or ions with the total composition C6H14O in a non-equilibrium geometry.

Geometry as XYZ:
```
21
Properties=species:S:1:pos:R:3:forces:R:3:mulliken_charge:R:1
C 0.378 -1.654 0.190 0.5 0.9 -0.3 -1.330
C -0.432 -0.646 -0.624 -0.1 0.7 0.4 -0.375
C -0.056 0.782 -0.189 0.0 0.2 -0.3 -0.430
C -1.095 1.857 -0.332 0.3 0.1 0.5 -0.532
C -1.967 2.096 -1.280 -0.1 0.2 -1.3 -0.093
C -2.100 1.340 -2.561 -1.4 -0.9 -0.5 -1.098
H 1.371 -1.226 0.370 0.1 -0.1 -0.2 0.308
H 0.534 -2.595 -0.312 -0.3 -0.5 0.1 0.384
H -0.049 -1.741 1.177 -0.3 -0.5 0.2 0.336
H -1.494 -0.688 -0.410 -0.3 -0.6 0.0 0.386
H -0.314 -0.756 -1.702 0.1 -0.1 0.1 0.241
H 0.852 1.072 -0.729 0.1 0.2 0.1 0.287
H 0.194 0.805 0.866 0.3 -0.4 0.2 0.387
H -1.133 2.583 0.463 0.2 0.1 0.4 0.315
H -2.556 3.002 -1.197 -0.2 -0.1 0.1 0.356
H -2.048 0.260 -2.426 0.7 0.0 0.1 0.279
H -1.447 1.645 -3.383 0.1 0.1 0.3 0.244
H -3.126 1.382 -2.953 0.1 0.6 0.0 0.334
H 3.291 -3.077 3.657 0.3 -0.2 0.2 0.319
H 4.178 -1.883 3.527 0.3 -0.1 0.2 0.318
O 4.144 -2.741 3.970 -0.5 0.2 -0.4 -0.637
```
Forces are in eV/Å.

Calculated values
Highest occupied orbital energy = -9.35 eV
Total charge = 0
SMILES = C/C=C\CCC.O
ΔE to the lowest compared entry with this formula, charge and spin = 129.0 kJ/mol

> The lowest ΔE to the lowest compared entry with this formula, charge and spin belongs to which entry?

C6H14NP